No. 1
Molecular formula: C33H43N7ORuS
Method: DFT, ωB97M-V/def2-TZVPD

Geometry as XYZ:
```
86
Properties=species:S:1:pos:R:3:forces:R:3
Ru -0.672837 -0.283386 0.765583 2.205 0.569 0.664
C -0.473519 1.372122 4.212296 0.016 0.035 -0.016
C 0.679532 1.691535 3.305409 -0.215 -0.055 0.073
C 1.826215 2.259601 3.852444 0.059 0.069 -0.078
C 2.885094 2.598592 3.033245 0.011 0.009 0.047
C 2.758888 2.411193 1.664020 -0.153 0.013 0.075
C 1.585585 1.863883 1.175179 -0.006 -0.025 -0.285
N 0.581652 1.460275 1.979807 -0.743 -0.751 -0.086
C 1.370473 1.681123 -0.276077 0.196 0.100 0.212
C 2.017812 2.498457 -1.188379 0.042 -0.051 0.001
C 1.820119 2.298714 -2.542886 -0.041 -0.056 0.022
C 0.968288 1.283452 -2.935186 0.114 0.029 0.019
C 0.329376 0.515943 -1.973403 -0.049 -0.230 -0.115
N 0.521768 0.708477 -0.651952 -0.503 0.244 -0.219
C -0.640227 -0.523696 -2.378017 0.157 0.040 0.036
C -0.542232 -1.203395 -3.577993 -0.040 0.050 0.065
C -1.531613 -2.127195 -3.892492 -0.062 -0.023 0.017
C -2.596795 -2.289758 -3.027103 0.084 0.022 -0.108
C -2.629158 -1.573815 -1.833314 -0.120 0.002 0.077
C -3.826984 -1.650803 -0.933946 0.008 -0.027 -0.011
N -1.628404 -0.744050 -1.499932 -0.067 -0.411 0.319
H -0.941656 2.296949 4.556946 0.011 0.020 -0.016
H -0.136290 0.849150 5.107698 0.016 0.013 -0.003
H -1.230782 0.777001 3.708192 -0.043 0.145 0.024
H 1.876353 2.427912 4.919914 -0.021 -0.010 0.006
H 3.794037 3.013183 3.449085 -0.001 0.000 0.004
H 3.566534 2.674528 0.997785 -0.005 0.006 -0.023
H 2.651187 3.299245 -0.838229 0.013 0.012 -0.007
H 2.309139 2.928818 -3.273748 -0.010 0.005 0.003
H 0.769067 1.104492 -3.981227 -0.029 0.013 -0.008
H 0.290655 -1.037232 -4.245811 -0.003 0.015 -0.018
H -1.477597 -2.695424 -4.811597 -0.002 0.001 -0.002
H -3.407282 -2.964968 -3.266814 -0.017 0.010 0.003
H -4.649324 -1.069937 -1.361036 0.001 0.029 -0.024
H -3.611310 -1.232315 0.047565 -0.067 0.062 -0.042
H -4.190817 -2.673827 -0.836499 0.010 -0.003 0.005
C -0.693758 -1.872022 3.425270 0.074 -0.061 0.034
C 0.727401 -2.157904 2.977516 -0.144 -0.040 0.098
N 1.105418 -1.230879 1.887688 -0.403 0.318 -0.643
C 2.135459 -1.761188 0.974994 0.056 -0.201 -0.082
C 1.615265 -2.981350 0.226911 0.079 -0.070 0.076
S -0.123808 -2.793452 -0.239530 -0.255 0.444 -0.075
C -1.063951 -3.787443 0.955754 -0.074 -0.044 0.110
C -2.095747 -2.964495 1.719139 0.010 -0.105 -0.027
N -1.592823 -1.670150 2.259218 -0.384 0.574 -0.131
H -1.062985 -2.686586 4.052782 0.008 -0.011 -0.016
H -0.719443 -0.970668 4.029208 0.025 -0.173 -0.049
H 1.404939 -2.051067 3.827345 0.049 0.052 -0.049
H 0.841744 -3.178350 2.630915 -0.006 0.017 -0.025
H 1.477416 -0.388009 2.311664 0.076 -0.116 0.010
H 2.381512 -0.971567 0.266867 0.017 0.023 0.018
H 3.050719 -2.025056 1.512472 -0.037 0.031 0.071
H 2.174523 -3.107176 -0.699147 -0.028 -0.047 -0.010
H 1.719928 -3.911312 0.784932 0.005 0.014 0.013
H -1.594182 -4.550477 0.385905 0.025 0.002 -0.026
H -0.372021 -4.316467 1.605573 0.006 0.004 -0.001
H -2.938229 -2.744987 1.072275 0.057 0.001 0.018
H -2.476281 -3.574683 2.543033 -0.015 0.022 0.007
H -2.417216 -1.181009 2.603977 -0.028 -0.132 0.083
C -5.930464 1.747738 -4.620159 0.101 0.403 0.027
C -5.671610 3.109053 -3.968309 -0.195 -0.248 -0.135
N -4.663540 3.097291 -2.910649 0.364 -0.379 1.306
C -3.365315 3.724460 -3.136120 -0.108 -0.329 -0.367
C -2.426902 2.840450 -3.965832 0.000 0.372 0.199
C -4.971231 2.464892 -1.730261 0.105 0.862 -2.211
O -6.025534 1.891589 -1.576328 -0.189 -0.412 0.756
C -3.947080 2.524951 -0.638839 -0.287 -0.078 0.505
C -4.013559 3.508171 0.338141 0.174 -0.048 0.099
C -3.152942 3.407225 1.419218 -0.035 -0.074 -0.060
C -2.295657 2.326112 1.498836 -0.080 0.014 0.089
N -2.237922 1.361588 0.565293 0.438 -0.637 -0.122
C -3.055096 1.483697 -0.491946 -0.026 0.036 0.057
H -6.614815 1.905133 -5.453688 0.005 -0.134 -0.008
H -6.387432 1.057911 -3.917501 -0.007 -0.043 0.020
H -5.004653 1.323328 -5.011267 -0.002 -0.050 -0.033
H -6.601351 3.486440 -3.538000 0.035 0.026 -0.071
H -5.323878 3.817385 -4.718783 -0.050 0.068 0.012
H -2.909453 3.946262 -2.171540 0.003 0.143 -0.109
H -3.537676 4.665232 -3.660653 0.075 0.056 0.107
H -2.243069 1.889703 -3.456394 -0.006 -0.044 -0.012
H -1.476466 3.363496 -4.102760 -0.008 -0.097 -0.061
H -2.848763 2.636672 -4.948086 -0.004 -0.051 -0.024
H -4.716828 4.327475 0.260561 -0.030 -0.019 -0.025
H -3.156226 4.145715 2.208442 0.018 -0.015 0.019
H -1.643498 2.219696 2.342537 -0.010 0.070 -0.004
H -2.992936 0.713289 -1.236724 -0.141 0.234 0.029
```
Positions in Å, forces in eV/Å.

2S+1	2
gap between HOMO and LUMO (alpha / beta)	0.1920 / 0.2002	Ha
charge	+3



No. 2
Molecular formula: C33H44BeN4P2
Method: DFT, ωB97M-V/def2-TZVPD

Geometry as XYZ:
```
84
Properties=species:S:1:pos:R:3:forces:R:3
Be -0.106483 2.337848 -0.867797 -0.664 1.451 1.247
C 0.891176 2.766305 2.425868 -0.236 0.726 -2.127
C 1.166289 2.209593 1.196540 1.318 -0.069 1.230
C 1.025509 0.683293 1.059928 -0.094 -0.314 -0.203
C -0.162090 0.104464 0.252061 0.555 -0.304 -0.505
C -1.419996 0.969835 0.168156 -0.777 -1.197 1.529
C -2.026989 1.437351 1.323205 1.675 0.757 -2.091
C -1.380946 1.479595 2.663566 -0.044 0.507 1.104
C -0.442095 2.704622 3.066024 -0.554 -1.569 0.867
C -1.557000 4.123988 -1.966076 -0.524 0.628 -0.733
H 1.595836 3.450606 2.902065 -0.316 0.543 -0.574
H 1.956872 2.679133 0.574945 -0.036 -0.537 0.784
H 1.061324 0.211223 2.065240 -0.211 0.498 -0.686
H 1.974712 0.340437 0.563979 -1.004 0.606 0.522
H 0.196911 -0.084432 -0.789141 -0.260 0.228 0.725
H -0.419452 -0.900953 0.640405 0.030 0.249 0.212
H -2.061565 0.736164 -0.690549 0.211 0.519 0.088
H -2.926603 2.039529 1.213306 -0.134 -0.363 0.005
H -0.856187 0.543934 2.902590 -0.202 0.251 -0.146
H -2.223831 1.569010 3.363520 0.261 -0.237 0.078
H -0.993899 3.639206 2.894927 0.287 -0.162 -0.258
H -0.299439 2.662433 4.158842 -0.231 -0.102 -0.138
H -1.771298 5.160407 -2.299147 0.086 -0.388 0.218
H -2.514138 3.572742 -2.000070 0.353 0.092 0.114
H -0.895697 3.665157 -2.713786 -0.199 0.077 -0.096
P -1.112046 -2.275356 -1.424542 -1.731 -2.451 -1.645
P 2.433382 -1.836646 -0.286768 1.596 -2.027 0.635
N -2.505683 -3.012663 -0.638181 -0.617 0.207 0.174
N -1.393259 -3.162934 -2.983573 0.415 0.149 -0.176
N 2.414883 -2.616254 1.311429 -0.217 0.157 0.329
N 4.100958 -2.325319 -0.668070 0.453 -0.062 -0.825
C 0.120029 -3.452109 -0.754081 0.335 -0.209 0.241
C 1.564172 -3.175777 -1.212921 -0.052 -0.209 -0.102
C -3.762351 -2.382627 -0.651562 0.302 -1.137 0.561
C -4.713100 -3.288139 -0.210204 0.862 0.370 -0.313
C -4.045564 -4.532140 0.044462 0.989 0.684 -0.374
C -2.697081 -4.340785 -0.249643 -1.108 0.335 0.368
C -1.495566 -2.521170 -4.217011 0.101 -1.282 -0.185
C -1.594439 -3.489309 -5.216945 0.095 0.627 1.107
C -1.568394 -4.769653 -4.576362 0.106 0.859 0.764
C -1.454547 -4.543030 -3.213835 0.130 0.513 -0.753
C 2.532085 -1.897606 2.509231 -0.304 -0.535 -0.293
C 2.206661 -2.713503 3.563561 0.121 -0.094 -0.408
C 1.912644 -4.013481 3.033233 0.356 0.613 -1.329
C 2.076802 -3.929613 1.652390 -0.199 0.444 1.214
C 4.903417 -3.365421 -0.162201 -0.021 0.525 -0.700
C 6.004809 -3.517021 -0.986132 -0.997 0.630 0.020
C 5.882452 -2.569424 -2.055701 -1.185 0.318 0.656
C 4.705721 -1.855032 -1.846472 0.715 -1.026 0.790
H -0.137921 -4.470641 -1.084874 0.068 0.503 0.164
H 0.031496 -3.448403 0.345170 0.068 0.090 -0.343
H 2.162678 -4.094364 -1.123729 -0.114 0.273 -0.069
H 1.596691 -2.896923 -2.281229 -0.023 -0.039 0.307
H -3.831791 -1.353601 -0.966112 -0.090 -0.016 0.071
H -5.762839 -3.074702 -0.077288 0.068 -0.043 -0.045
H -4.507734 -5.444152 0.403972 0.190 0.157 -0.099
H -1.874407 -5.041391 -0.198223 -0.248 0.188 0.105
H -1.487005 -1.443399 -4.252829 0.024 -0.027 -0.116
H -1.664597 -3.291863 -6.273119 -0.055 0.005 -0.012
H -1.612357 -5.732403 -5.061053 -0.061 0.027 0.082
H -1.412695 -5.261350 -2.408793 -0.068 0.145 -0.160
H 2.868632 -0.874462 2.481814 -0.091 -0.024 0.078
H 2.188244 -2.426416 4.605281 0.074 -0.011 -0.123
H 1.620346 -4.895901 3.581395 0.088 0.045 -0.046
H 1.986056 -4.700551 0.910019 -0.068 -0.001 -0.045
H 4.631242 -3.888680 0.743320 0.011 0.134 -0.112
H 6.805160 -4.223523 -0.853084 0.029 -0.025 0.097
H 6.570989 -2.427495 -2.865903 0.083 0.057 -0.138
H 4.234418 -1.066060 -2.409859 0.089 0.047 -0.038
C 0.193092 6.542626 1.852322 0.378 0.124 0.211
C -0.956598 6.281189 0.889711 0.039 -0.559 -0.187
C -2.274443 6.463967 1.625100 -0.386 -0.109 0.070
C -0.897465 7.304487 -0.253633 0.029 0.035 -0.355
C -0.841679 4.866168 0.354366 0.236 0.110 -0.666
C -0.887651 4.022949 -0.616925 0.381 0.050 0.236
H 0.102848 7.555052 2.278314 0.087 -0.280 -0.090
H 1.150285 6.460663 1.322340 -0.122 0.036 0.184
H 0.188155 5.808330 2.667604 0.024 0.191 -0.115
H -2.373088 7.466831 2.053495 0.154 -0.045 -0.077
H -3.093092 6.320887 0.921154 -0.177 -0.063 0.082
H -2.375921 5.743124 2.437891 -0.043 -0.039 -0.006
H 0.043032 7.222919 -0.819475 -0.288 -0.015 0.161
H -1.738482 7.153172 -0.945609 0.250 0.071 0.138
H -0.970504 8.327439 0.149761 0.031 -0.281 -0.071
```
Positions in Å, forces in eV/Å.

gap between HOMO and LUMO (alpha / beta)	0.2122 / 0.2137	Ha
charge	0



| no. | strongest force on any atom (hartree/bohr) | energy (eV) |
| --- | --- | --- |
| 1 | 0.0462 | -60791.448 |
| 2 | 0.0666 | -59865.820 |